# 1
77
Properties=species:S:1:pos:R:3:forces:R:3 method="wB97M-V/def2-TZVPD" total_energy_ha=-2866.9540 total_charge=+2 s_squared=3.834 lumo_ev="-5.400 / -7.765" e_homo_ev="-12.013 / -13.645" multiplicity=4 homo_lumo_gap_ha="0.243 / 0.216"
C 3.178246 2.044711 3.544112 0.5 0.6 0.2
O 2.715719 0.902711 2.821097 -1.1 -0.7 0.2
C 1.729407 0.261824 3.466154 0.4 1.2 1.6
O 1.370326 0.551956 4.599795 0.2 -0.6 -1.7
C 1.187685 -0.870102 2.636859 1.2 0.3 0.0
C 2.096392 -2.108043 2.827056 0.5 0.3 0.0
C 1.169158 -3.297419 3.073682 -0.1 -0.3 0.0
C -0.270114 -2.739930 3.112719 -0.1 -0.7 -0.2
N -0.141279 -1.274830 3.014083 -1.2 0.6 -0.8
C -1.242443 -0.458384 2.808189 -0.9 -1.0 -0.4
C -1.439908 0.751559 3.440712 0.6 -0.3 1.3
C -2.794369 1.273697 3.791581 -0.5 0.7 -0.9
C -3.929677 0.721601 2.906910 -0.1 -0.2 0.1
C -3.360594 0.158920 1.614281 0.3 0.2 0.3
C -2.376397 -0.968142 1.910231 0.0 -0.5 0.5
H 3.998887 2.428079 2.946777 0.0 0.1 0.1
H 2.377663 2.787831 3.623933 0.2 -0.2 0.0
H 3.514782 1.763486 4.546306 0.0 0.1 -0.3
H 1.204341 -0.516903 1.592426 -0.3 -0.2 0.2
H 2.714024 -2.239000 1.931342 -0.1 0.0 0.3
H 2.781484 -1.946707 3.672196 -0.3 -0.1 -0.3
H 1.295257 -4.028288 2.264510 -0.2 0.1 0.3
H 1.398920 -3.796455 4.024024 0.0 0.1 -0.4
H -0.871513 -3.158795 2.282888 0.2 0.4 0.3
H -0.777242 -3.013651 4.056616 0.1 0.4 -0.4
H -0.613694 1.206656 3.977706 0.0 -0.1 0.0
H -3.057004 1.103321 4.857305 0.7 0.0 -0.4
H -2.747192 2.370715 3.698249 0.0 -0.2 0.1
H -4.443406 -0.075786 3.457655 -0.1 0.1 -0.2
H -4.669067 1.498979 2.678939 0.2 -0.1 0.2
H -4.143513 -0.164364 0.927532 0.0 -0.2 0.1
H -2.846350 0.961600 1.078309 0.1 -0.2 0.3
H -1.917874 -1.297648 0.964537 0.0 -0.1 0.3
H -2.907556 -1.833839 2.357124 0.3 0.4 -0.2
O -6.493439 2.486875 -6.310514 0.1 -1.7 3.8
C -6.373422 1.971618 -5.272931 -0.2 2.3 -4.1
Cr -5.845261 0.914927 -3.755461 0.0 -0.1 -2.5
C -4.138119 1.557526 -4.250996 4.0 1.3 -1.7
O -3.123688 1.919362 -4.708247 -3.6 -1.2 1.8
C -5.471550 -0.371128 -5.136465 1.5 -2.2 -3.6
O -5.185999 -0.950698 -6.103970 -1.1 1.7 3.4
C -7.668867 0.287299 -2.808553 -1.2 -0.4 0.8
C -7.486320 1.661889 -2.597433 -0.4 0.0 -0.2
C -6.262134 2.135785 -2.089926 0.4 1.1 1.3
C -5.288645 1.224504 -1.595670 0.8 0.0 0.3
C -4.062769 1.632064 -0.963199 1.2 1.0 -0.7
C -2.921621 2.100103 -0.817581 -2.1 -0.6 -0.7
C -1.671301 2.717840 -0.800023 0.2 0.4 -0.4
C -0.588291 1.990776 -1.464638 0.3 -1.0 -0.6
C -0.813079 0.632374 -1.857654 0.4 0.0 0.0
C 0.133038 -0.094656 -2.593343 -0.1 0.2 0.4
C 1.344069 0.497399 -2.980078 -0.5 0.3 -0.2
C 1.554916 1.840316 -2.665546 0.0 -0.2 0.2
C 0.638868 2.549396 -1.892003 0.1 -0.1 0.2
C -1.671074 4.125776 -0.405185 -0.8 1.0 0.0
C -2.839199 4.660721 0.222720 0.3 0.3 0.3
C -2.922907 6.005221 0.608800 0.2 -0.4 0.0
C -1.847391 6.878709 0.389595 -0.2 -0.3 -0.4
C -0.742875 6.404278 -0.320481 -0.1 -0.1 0.1
C -0.674596 5.075489 -0.733300 0.1 0.1 0.3
C -5.433652 -0.134756 -1.973205 0.9 -0.5 1.3
C -6.650929 -0.615960 -2.477002 -0.2 -0.3 -0.3
H -8.589128 -0.083913 -3.261546 0.2 0.2 0.2
H -8.265957 2.376488 -2.868944 0.3 -0.3 -0.1
H -6.068074 3.214332 -2.032994 -0.2 -0.6 0.2
H -1.749077 0.142872 -1.563099 0.4 0.2 -0.2
H -0.066837 -1.134411 -2.869744 0.0 0.4 0.2
H 2.073779 -0.053505 -3.574022 -0.2 0.1 0.2
H 2.458624 2.345455 -3.008850 -0.2 -0.2 0.2
H 0.921543 3.547679 -1.591789 0.1 -0.6 -0.3
H -3.685199 3.994670 0.425154 0.4 0.3 0.0
H -3.828181 6.377741 1.095479 0.3 -0.2 -0.2
H -1.904695 7.925616 0.690555 0.0 -0.4 0.0
H 0.081338 7.075952 -0.561759 -0.3 -0.2 0.0
H 0.179076 4.790415 -1.324394 -0.3 0.4 0.2
H -4.587213 -0.810449 -1.805369 -0.5 0.2 0.1
H -6.763464 -1.687453 -2.648024 0.0 0.4 -0.2

***

# 2
96
Properties=species:S:1:pos:R:3:forces:R:3 method="wB97M-V/def2-TZVPD" total_energy_ha=-4977.4856 total_charge=-2 lumo_ev=3.682 e_homo_ev=-2.415 e_above_lowest_kcal_mol=34.31 homo_lumo_gap_ha=0.224
Na 1.179065 -1.521482 -0.326673 -1.0 1.6 1.7
C -0.204735 7.411518 1.230927 -0.2 0.2 0.0
O 0.974665 6.670218 1.400327 0.2 -0.3 0.2
C 1.025565 5.784218 2.453227 0.1 0.0 -0.1
C 0.186565 5.817218 3.559227 -0.1 0.3 -0.4
C 0.337365 4.891218 4.572327 0.3 -0.5 0.1
C 1.302065 3.881718 4.500927 -0.1 0.8 -1.2
C 2.145165 3.861218 3.376927 -0.1 -0.1 0.3
C 2.018865 4.807218 2.387227 -0.1 0.2 -0.2
N 1.546865 3.122618 5.626727 0.1 -0.2 1.5
N 1.890565 1.916818 5.666127 0.2 0.3 0.9
C 1.780365 1.018218 4.653927 0.1 -0.7 -0.9
C 2.747765 0.003018 4.640727 -0.3 0.5 0.0
C 2.874165 -0.869882 3.591927 0.2 -0.3 -0.2
C 2.030065 -0.825182 2.446727 0.6 -0.3 0.1
O 2.197365 -1.569382 1.447527 0.5 0.0 0.9
C 0.934165 0.134318 2.511527 0.0 0.5 0.6
N 0.065965 0.113918 1.495127 -0.1 -0.1 -0.5
C -0.971335 0.912418 1.528327 -0.3 0.0 -0.1
C -1.278635 1.716318 2.630827 0.2 0.0 0.4
C -0.408135 1.743518 3.688927 -0.3 0.0 -0.1
C 0.788665 1.008218 3.617527 0.1 -0.2 0.0
H -0.117535 7.906718 0.264127 0.0 0.0 0.1
H -0.326535 8.172718 2.013827 0.0 -0.1 -0.1
H -1.090135 6.767518 1.219327 0.1 0.0 0.0
H -0.588635 6.564318 3.641027 -0.1 0.1 0.0
H -0.319635 4.922718 5.429927 0.0 0.0 0.1
H 2.909065 3.098518 3.299127 0.0 0.0 0.0
H 2.669065 4.792218 1.524827 0.0 0.0 -0.1
H 3.468165 0.003218 5.449427 0.0 -0.1 0.1
H 3.674965 -1.595982 3.588627 0.0 -0.1 -0.1
H -1.613635 0.901018 0.661427 -0.1 0.0 -0.2
H -2.193935 2.288618 2.648927 -0.1 0.0 -0.1
H -0.653335 2.302218 4.582627 0.1 0.0 -0.1
F 1.943465 -1.186282 -4.899973 -0.2 -0.1 0.4
C 2.957465 -1.933782 -4.483473 0.2 0.1 -0.3
F 4.078265 -1.251182 -4.771673 0.1 0.1 0.5
F 2.997165 -3.035782 -5.246873 -0.1 -0.2 0.3
S 2.902265 -2.400782 -2.632673 1.2 0.0 -1.7
O 2.242965 -1.293882 -2.007373 0.5 0.8 -0.9
O 4.276965 -2.635582 -2.337873 0.1 -0.3 0.1
N 2.051665 -3.716782 -2.599573 0.2 0.2 0.3
S 0.508265 -3.389182 -2.473473 -0.9 -2.3 -1.1
O -0.034235 -2.761582 -3.627473 -0.3 0.3 -0.3
O 0.106565 -2.979282 -1.170873 -1.0 -0.7 0.2
C -0.113135 -5.171482 -2.541373 0.1 -0.4 0.0
F 0.389865 -5.898782 -1.535373 0.3 0.2 0.2
F -1.444635 -5.258082 -2.430773 0.0 0.6 0.0
F 0.221165 -5.799382 -3.672673 0.2 0.3 -0.2
C -1.104235 -2.737482 3.025727 0.0 0.2 0.1
N -0.591235 -3.376482 1.830427 0.1 0.3 -0.3
C -1.641435 -4.178782 1.235227 -0.1 -0.1 -0.1
N -2.127235 -5.211882 2.163727 -0.2 -0.1 -0.2
C -2.605635 -4.536282 3.363827 -0.2 -0.1 0.2
N -1.577835 -3.725282 4.007327 -0.1 0.1 0.1
C -0.456135 -4.600182 4.331127 0.1 -0.1 0.3
N 0.085165 -5.279682 3.159827 0.2 -0.1 0.0
C 0.508065 -4.247482 2.198427 0.2 0.0 0.1
C -0.990435 -6.045182 2.540327 0.0 -0.2 0.1
H -1.935335 -2.081682 2.757127 0.0 0.0 0.0
H -0.311435 -2.139082 3.479927 0.0 0.0 0.0
H -1.253835 -4.661382 0.338427 0.0 0.0 0.0
H -2.477635 -3.534182 0.958327 0.0 0.0 -0.1
H -2.948635 -5.294882 4.078927 0.0 0.1 -0.1
H -3.446135 -3.891182 3.092127 0.0 0.0 0.0
H -0.800035 -5.355382 5.049927 0.1 0.1 0.0
H 0.336565 -4.001382 4.788827 0.0 0.0 0.0
H 0.887565 -4.738182 1.300927 0.1 0.0 0.0
H 1.300065 -3.648682 2.647227 0.1 0.0 -0.1
H -1.335935 -6.807982 3.250827 0.0 0.0 -0.1
H -0.600235 -6.539282 1.645927 0.0 0.0 0.0
S -3.241435 2.955418 -2.261073 -0.3 0.2 0.2
P -1.863135 1.700718 -2.908573 0.1 -0.1 -0.4
S -1.301235 0.179618 -1.779973 0.2 0.0 -0.1
C -2.374935 0.989118 -4.537673 -0.1 0.1 0.4
C -3.438535 1.528018 -5.244573 0.0 0.1 0.1
C -3.813035 0.985918 -6.460373 -0.1 0.0 -0.2
C -3.121835 -0.095782 -6.980373 -0.1 -0.1 -0.1
C -2.081635 -0.658082 -6.256673 0.1 -0.1 -0.1
C -1.715435 -0.127782 -5.034073 0.1 0.0 0.0
C -0.436135 2.732818 -3.486773 -0.2 -0.3 0.4
C -0.702035 3.951818 -4.096373 -0.1 0.0 -0.1
C 0.331365 4.772018 -4.506073 0.0 0.1 -0.1
C 1.646065 4.382718 -4.299773 0.1 0.0 0.0
C 1.914365 3.168518 -3.690173 0.2 0.0 0.0
C 0.878365 2.342418 -3.285073 -0.1 -0.1 0.0
H -3.978235 2.361118 -4.814273 0.0 0.1 0.0
H -4.650135 1.408318 -7.001573 0.0 0.0 -0.1
H -3.399935 -0.507982 -7.943473 0.0 0.0 0.0
H -1.555235 -1.524282 -6.633573 0.0 -0.1 -0.1
H -0.938635 -0.600582 -4.451573 0.1 0.0 0.1
H -1.731935 4.251818 -4.229373 -0.1 0.1 0.0
H 0.113665 5.720418 -4.981173 0.0 0.0 0.0
H 2.458965 5.024318 -4.618273 0.0 0.0 0.0
H 2.939265 2.859418 -3.527773 0.0 0.0 0.0
H 1.083065 1.392018 -2.807973 0.0 0.0 0.1

***

# 3
82
Properties=species:S:1:pos:R:3:forces:R:3 method="wB97M-V/def2-TZVPD" total_energy_ha=-6496.7792 s_squared=0.773 lumo_ev="-0.591 / -0.586" e_homo_ev="-4.614 / -6.963" multiplicity=2 e_above_lowest_kcal_mol=9.16 homo_lumo_gap_ha="0.148 / 0.234"
Hg -0.864430 0.362832 0.320969 -0.2 0.2 -0.2
O 4.984449 4.283957 1.269614 -0.1 0.1 -0.1
C 3.960296 4.712754 0.698077 0.2 0.1 -0.1
O 3.709009 5.811468 0.163364 0.1 -0.2 0.2
C 2.811150 3.694602 0.627771 -0.4 0.1 -0.1
C 1.565369 4.070346 0.181209 0.3 0.0 0.0
C 0.517134 3.142559 0.119325 -0.4 -0.3 0.0
N 0.756357 1.851226 0.501885 0.0 -0.1 0.2
C 1.985006 1.457266 0.932728 -0.2 0.3 -0.2
C 3.016641 2.357761 1.010652 0.1 -0.2 0.2
C 2.137733 0.038670 1.298982 0.0 -0.3 0.0
C 3.400257 -0.532737 1.532511 0.0 0.2 0.0
C 3.499801 -1.849497 1.904863 0.0 -0.1 0.0
C 2.337999 -2.616002 2.038804 0.1 0.0 0.0
C 1.142242 -2.011047 1.748598 -0.1 0.2 -0.1
N 1.034652 -0.728111 1.370345 0.2 0.1 0.2
C -0.810673 3.464771 -0.348416 0.1 -0.1 0.1
C -1.210506 4.794359 -0.639908 0.0 0.0 0.0
C -2.489718 5.058978 -1.035925 0.0 0.1 0.0
C -3.420843 4.000505 -1.151813 0.0 0.0 -0.1
C -2.980636 2.737998 -0.864104 0.2 -0.1 0.0
N -1.724759 2.450585 -0.479966 0.0 -0.1 0.2
H 1.463300 5.093395 -0.156513 0.0 0.0 0.1
H 3.996985 2.100290 1.390426 0.0 0.1 0.0
H 4.286253 0.072014 1.404019 0.0 0.0 0.0
H 4.471659 -2.292008 2.084529 0.0 0.0 0.0
H 2.370323 -3.653962 2.342702 0.0 0.0 0.0
H 0.213028 -2.566858 1.800569 -0.1 0.0 0.0
H -0.500854 5.601866 -0.522341 0.0 0.0 0.0
H -2.789733 6.078485 -1.245599 0.0 0.0 0.0
H -4.444879 4.169595 -1.454635 0.0 0.0 0.0
H -3.659028 1.892040 -0.940136 0.0 0.0 0.0
C -1.234789 -3.080779 -2.975378 0.0 0.0 0.0
As -0.459911 -2.722490 -1.204830 0.2 0.0 0.0
C -0.452565 -4.585227 -0.606941 0.0 0.0 0.0
C 1.433266 -2.514657 -1.679970 0.0 -0.1 0.0
C 2.345950 -3.543249 -1.445060 0.0 0.1 0.0
C 3.701300 -3.371013 -1.695736 -0.1 0.1 0.0
C 4.163478 -2.156803 -2.183123 -0.1 0.0 0.0
C 3.263275 -1.127593 -2.423753 0.0 -0.1 0.0
C 1.899517 -1.294145 -2.187106 0.1 0.1 0.1
As 0.643734 0.178836 -2.500997 -0.1 -0.1 -0.1
C 0.453521 -0.032303 -4.447078 0.1 0.0 0.0
C 1.849688 1.707617 -2.537779 0.0 0.0 0.0
H -0.519493 -3.598477 -3.612589 0.0 0.0 0.0
H -1.542462 -2.151883 -3.449654 0.0 0.1 0.0
H -2.116811 -3.707774 -2.838307 0.0 0.0 0.0
H -0.061936 -5.250529 -1.375707 0.0 0.0 0.0
H -1.485990 -4.854148 -0.390806 0.0 0.0 0.0
H 0.130450 -4.697166 0.305105 0.0 0.0 0.0
H 2.008536 -4.490019 -1.047685 0.0 0.0 0.0
H 4.392957 -4.180937 -1.496925 0.0 0.0 0.0
H 5.219752 -2.006512 -2.371181 0.0 0.0 0.0
H 3.638335 -0.182084 -2.788670 0.0 0.1 0.0
H 1.435499 0.050664 -4.910353 0.0 0.0 0.0
H -0.196821 0.751747 -4.832204 0.0 0.0 0.0
H 0.026602 -1.001416 -4.687979 0.0 -0.1 0.0
H 2.518618 1.651510 -3.393882 0.0 0.0 0.0
H 2.424235 1.770178 -1.614869 0.0 0.0 0.0
H 1.242358 2.607294 -2.621025 0.0 0.0 0.0
N -2.590039 -1.237013 2.885009 0.0 0.2 0.0
C -3.064669 -1.617686 1.639763 0.0 0.0 0.2
C -3.714577 -2.861530 1.549552 0.0 0.0 0.1
C -4.238489 -3.254760 0.347092 0.0 -0.2 -0.1
C -4.113052 -2.424985 -0.764917 0.0 0.1 -0.1
C -3.426011 -1.249133 -0.599591 0.0 0.0 -0.1
N -2.892792 -0.850885 0.567811 0.1 0.1 0.0
C -2.329182 0.051320 3.399533 0.0 -0.3 -0.1
C -2.545032 0.280087 4.757669 0.0 -0.1 0.1
C -2.249402 1.529290 5.262901 0.0 0.0 0.0
C -1.765032 2.515328 4.411164 0.0 0.0 0.0
C -1.581219 2.187787 3.084822 0.1 0.0 -0.1
N -1.851270 0.972921 2.591425 0.1 0.2 -0.1
H -2.790601 -1.911231 3.603173 0.0 0.0 0.0
H -3.805085 -3.486814 2.429443 0.0 0.0 0.0
H -4.742249 -4.209679 0.265694 0.0 0.0 0.0
H -4.514902 -2.695985 -1.730835 0.0 0.0 0.0
H -3.239533 -0.592818 -1.441581 0.0 0.0 0.0
H -2.936182 -0.507636 5.392247 0.0 0.1 0.0
H -2.401506 1.736287 6.314631 0.0 0.0 0.0
H -1.520598 3.506624 4.767472 0.0 -0.1 0.0
H -1.172458 2.903769 2.379420 0.0 0.0 0.0